(1)
16
Properties=species:S:1:pos:R:3:forces:R:3 method="wB97M-V/def2-TZVPD" smiles=C1C[C@@H]2OC[C@H](O1)O2 orbital_gap_ev=10.722 lumo_ev=0.8449 e_homo_ev=-9.877 de_lowest_kj_mol=436.7
C -0.843 -1.097 -0.188 -3.35 -2.57 -0.87
C -0.271 -0.767 1.225 -1.72 -7.72 1.24
C 0.488 0.362 1.113 2.49 4.79 -0.46
O -0.353 1.507 0.626 2.94 -1.61 -2.64
C 0.121 1.550 -0.869 -5.25 -3.44 0.57
C 0.799 0.221 -1.197 -1.45 -0.55 0.66
O -0.104 -0.867 -1.432 -0.57 1.20 2.76
O 1.412 0.079 0.016 2.51 -0.55 2.64
H -1.930 -0.533 -0.263 2.56 -1.76 -0.02
H -0.835 -2.276 -0.273 -1.22 2.39 0.51
H -0.983 -0.752 2.102 0.03 0.26 -1.52
H 0.364 -1.851 1.584 -1.12 3.53 -1.05
H 0.907 0.662 2.125 0.54 -0.02 -1.70
H 0.672 2.350 -1.083 2.18 3.35 -0.47
H -0.834 1.485 -1.419 0.30 0.87 0.12
H 1.392 -0.075 -2.064 1.13 1.82 0.24

=====

(2)
31
Properties=species:S:1:pos:R:3:forces:R:3 method="wB97M-V/def2-TZVPD" orbital_gap_ev="7.319 / 5.527" lumo_ev="-5.8800 / -10.5655" e_homo_ev="-13.199 / -16.092" spin_multiplicity=3 de_lowest_kj_mol=0.0 charge=+2
C -2.997 0.889 0.109 1.46 0.01 -1.51
C 2.929 0.925 -0.040 -0.96 -0.30 1.04
C -2.587 -0.456 0.125 1.77 -1.26 -1.14
C 2.511 -0.386 0.068 0.19 -2.20 -0.66
C -0.737 0.866 -0.117 5.07 -0.50 0.45
C 0.699 0.827 0.050 -5.96 1.99 -0.76
C 0.137 -1.503 -0.080 -2.17 4.81 -1.14
C -4.274 1.544 -0.143 -2.32 -3.41 2.44
C 4.247 1.590 0.092 0.34 -4.37 1.10
C -3.256 -1.785 0.095 -1.32 2.94 -4.22
C 3.379 -1.565 -0.148 2.78 -1.68 -0.91
N -1.824 1.620 -0.090 -3.23 2.92 0.42
N 1.772 1.636 -0.041 -0.35 1.71 -0.12
N -1.230 -0.410 -0.074 2.11 -4.20 0.28
N 1.102 -0.435 0.118 2.94 -2.20 -0.13
H 0.087 -2.161 0.681 -0.42 -1.91 2.90
H 0.229 -2.027 -0.995 -0.18 -0.07 -1.30
H -4.956 0.961 -0.818 0.84 0.52 0.35
H -4.839 1.521 0.844 0.38 0.12 -0.94
H -4.206 2.528 -0.398 0.35 2.61 -0.97
H 4.019 2.587 0.075 0.50 2.70 0.61
H 4.850 1.048 0.932 -1.27 1.78 -0.85
H 4.838 1.291 -0.731 0.72 0.12 -1.37
H -4.055 -1.671 0.706 -2.67 -0.45 2.04
H -3.675 -2.098 -0.957 0.77 1.02 1.67
H -2.625 -2.514 0.343 2.43 -2.89 1.40
H 4.493 -1.292 -0.124 -1.57 0.38 -0.36
H 3.504 -2.372 0.617 -1.25 0.56 -0.33
H 3.277 -2.080 -1.195 -0.24 1.00 1.88
H -1.975 2.609 -0.240 0.84 -0.02 -0.02
H 1.644 2.621 -0.196 0.43 0.26 0.15

=====

(3)
86
Properties=species:S:1:pos:R:3:forces:R:3 method="wB97M-V/def2-TZVPD" orbital_gap_ev=6.498 lumo_ev=-4.6254 e_homo_ev=-11.123 charge=+1
Au 0.020 0.087 -0.253 -0.41 -1.09 0.59
O -1.674 1.089 -0.073 -0.03 -0.43 0.07
C -2.430 1.052 -1.266 0.19 0.25 0.03
C -2.989 -0.372 -1.446 -0.11 0.00 0.00
C -2.046 -1.404 -1.988 0.00 0.04 0.09
C -2.410 -2.206 -3.055 -0.04 -0.14 0.15
C -1.544 -3.192 -3.492 -0.02 0.00 -0.02
C -0.346 -3.379 -2.829 -0.06 -0.05 0.14
C -0.016 -2.551 -1.768 -0.01 -0.12 0.15
C 1.238 -2.765 -0.969 0.05 -0.01 -0.03
C 2.297 -1.650 -1.088 0.12 0.10 -0.16
O 1.890 -0.530 -0.339 -0.22 -0.06 0.29
C 2.551 -1.244 -2.546 -0.05 0.01 -0.01
C 2.611 -2.179 -3.578 -0.02 0.02 0.02
C 2.887 -1.790 -4.879 0.02 0.01 -0.01
C 3.112 -0.453 -5.172 0.00 0.00 0.00
C 3.055 0.484 -4.154 0.02 0.01 0.02
C 2.776 0.093 -2.852 0.01 -0.01 0.01
C 3.611 -2.158 -0.464 -0.03 -0.07 -0.04
C 4.210 -1.487 0.592 0.02 0.07 0.00
C 5.396 -1.949 1.150 0.01 0.00 0.00
C 6.003 -3.090 0.657 0.00 0.00 -0.01
C 5.417 -3.766 -0.404 0.01 0.01 0.00
C 4.236 -3.301 -0.960 -0.04 -0.01 0.04
N -0.857 -1.576 -1.382 0.41 0.82 -0.76
C -3.599 2.027 -1.106 0.03 0.06 -0.02
C -3.783 2.740 0.071 0.00 -0.01 0.00
C -4.833 3.641 0.191 -0.01 0.01 0.01
C -5.706 3.843 -0.864 0.00 0.00 -0.01
C -5.532 3.129 -2.043 -0.01 0.00 0.02
C -4.486 2.229 -2.161 0.00 -0.02 0.02
C -1.525 1.490 -2.424 -0.08 -0.06 -0.09
C -0.443 2.334 -2.169 -0.05 0.12 -0.04
C 0.394 2.745 -3.199 -0.02 0.02 0.03
C 0.157 2.329 -4.497 -0.01 0.00 -0.01
C -0.925 1.502 -4.764 0.02 0.02 -0.02
C -1.756 1.086 -3.736 0.02 -0.02 0.04
H -3.295 -0.678 -0.441 -0.08 -0.04 -0.03
H -3.890 -0.368 -2.057 0.04 0.03 -0.05
H -3.375 -2.062 -3.520 0.01 0.02 -0.02
H -1.806 -3.818 -4.334 0.00 0.00 0.00
H 0.333 -4.166 -3.119 0.01 -0.01 0.00
H 0.978 -2.830 0.092 0.00 -0.04 -0.01
H 1.662 -3.728 -1.243 0.02 0.02 -0.04
H 2.452 -3.229 -3.377 0.00 -0.03 0.01
H 2.937 -2.534 -5.663 -0.01 0.00 0.00
H 3.341 -0.148 -6.185 -0.01 0.00 -0.01
H 3.236 1.530 -4.370 0.01 0.00 0.00
H 2.751 0.828 -2.059 -0.02 0.00 -0.01
H 3.762 -0.582 0.969 0.03 -0.03 -0.02
H 5.844 -1.407 1.973 0.01 0.01 0.00
H 6.929 -3.447 1.086 0.00 -0.01 0.01
H 5.882 -4.657 -0.805 0.00 0.00 -0.01
H 3.814 -3.843 -1.795 -0.01 -0.01 -0.02
H -3.102 2.596 0.897 0.01 -0.01 0.01
H -4.964 4.188 1.115 0.01 0.01 0.00
H -6.515 4.555 -0.775 -0.02 -0.02 0.01
H -6.210 3.276 -2.873 0.00 0.01 -0.01
H -4.360 1.691 -3.093 0.01 0.02 -0.01
H -0.298 2.731 -1.171 0.01 -0.02 0.01
H 1.224 3.405 -2.980 0.00 0.01 -0.01
H 0.803 2.653 -5.303 0.01 0.00 0.00
H -1.124 1.182 -5.778 0.00 -0.01 0.00
H -2.596 0.443 -3.968 0.01 0.00 -0.01
C 0.137 2.064 2.046 -0.03 -0.01 0.03
N 0.207 2.364 3.452 0.01 0.00 0.00
C 1.502 1.915 3.969 0.01 0.02 0.01
N 1.676 0.474 3.782 -0.01 0.00 0.00
C 1.616 0.157 2.377 -0.01 -0.09 0.02
N 0.291 0.579 1.805 0.24 0.69 -0.33
C -0.807 -0.124 2.567 0.00 -0.02 0.00
N -0.721 0.188 3.970 0.03 0.02 0.00
C -0.857 1.638 4.150 -0.01 0.01 0.02
C 0.592 -0.222 4.479 0.00 -0.03 0.03
H 0.941 2.567 1.506 0.01 0.00 0.02
H -0.826 2.356 1.632 0.00 0.02 -0.03
H 1.562 2.146 5.033 0.00 0.00 0.00
H 2.302 2.447 3.451 0.00 0.00 0.00
H 1.725 -0.916 2.224 0.01 0.01 -0.03
H 2.395 0.674 1.821 -0.02 0.04 0.03
H -0.687 -1.198 2.407 0.02 0.00 0.01
H -1.754 0.211 2.149 -0.01 0.00 0.00
H -0.802 1.867 5.214 -0.02 0.01 0.00
H -1.828 1.961 3.771 0.01 0.00 -0.02
H 0.710 -1.299 4.352 0.00 0.00 -0.02
H 0.646 0.013 5.542 0.00 -0.01 0.00

=====

(4)
39
Properties=species:S:1:pos:R:3:forces:R:3 method="wB97M-V/def2-TZVPD" orbital_gap_ev=4.480 lumo_ev=-5.9621 e_homo_ev=-10.442 charge=+1
C -2.926 0.526 -4.422 -0.68 0.29 0.23
O -1.453 0.670 -4.543 -0.07 -0.24 3.65
B -0.991 0.361 -3.196 -0.13 -1.90 -3.07
O -0.614 -0.995 -2.891 -2.15 2.63 0.55
N -0.952 1.417 -2.123 0.09 1.81 2.51
C -0.545 1.013 -0.776 -0.42 4.24 1.77
C -0.498 2.047 0.386 -1.14 0.54 -3.61
C -0.947 3.521 0.069 -0.05 -1.31 -1.66
F -0.975 4.509 1.066 0.17 -3.04 -2.87
C -1.378 3.903 -1.380 1.04 -4.00 0.34
C -1.357 2.775 -2.443 0.54 1.10 3.61
H -3.233 -0.579 -4.361 0.47 1.66 -0.42
H -3.286 1.039 -3.454 0.32 -0.69 -1.36
H -3.389 1.092 -5.295 0.62 -1.09 1.14
H -1.377 -1.341 -2.352 1.24 -0.21 -0.50
H -0.244 -0.060 -0.519 -0.52 1.66 -0.95
H -0.149 1.693 1.423 -0.71 0.80 -1.85
H -1.703 4.945 -1.708 0.55 -1.63 0.76
H -1.688 2.977 -3.514 0.67 -0.48 1.65
N 1.282 -2.777 -1.676 0.07 0.06 0.02
C 1.737 -2.788 -0.384 -0.06 -0.01 0.08
C 1.919 -4.097 -0.009 0.02 0.21 0.17
C 1.566 -4.906 -1.117 -0.09 0.00 -0.23
C 1.180 -4.064 -2.132 -0.05 -0.06 -0.01
H 1.058 -1.950 -2.209 0.13 -0.37 0.07
H 1.891 -1.866 0.157 0.09 -0.10 0.00
H 2.269 -4.435 0.955 -0.03 0.04 -0.10
H 1.592 -5.984 -1.168 0.01 0.12 0.00
H 0.841 -4.270 -3.137 0.06 -0.01 0.10
N 0.991 1.704 4.484 0.02 0.03 -0.06
C 1.445 1.690 5.775 0.00 0.00 0.10
C 1.624 0.380 6.148 0.02 0.27 0.05
C 1.269 -0.427 5.039 -0.09 -0.09 -0.28
C 0.885 0.416 4.025 -0.02 -0.02 0.02
H 0.770 2.531 3.954 0.09 -0.11 0.21
H 1.601 2.611 6.316 -0.01 -0.12 -0.03
H 1.972 0.041 7.112 -0.04 0.04 -0.11
H 1.293 -1.506 4.988 0.00 0.12 0.00
H 0.546 0.211 3.021 0.03 -0.10 0.10

=====

(5)
66
Properties=species:S:1:pos:R:3:forces:R:3 method="wB97M-V/def2-TZVPD" orbital_gap_ev="7.501 / 7.538" lumo_ev="-0.8511 / -0.8595" e_homo_ev="-8.352 / -8.398" spin_multiplicity=4
Co -1.386 -2.422 1.148 0.26 -0.84 0.41
Cl -2.993 -6.426 6.975 -0.81 -1.30 1.46
C -2.416 -5.405 5.791 -1.17 -0.17 -3.20
C -1.310 -4.618 6.073 0.03 0.69 -0.76
C -0.958 -3.640 5.180 -0.02 -0.22 -0.42
C -1.482 -3.527 3.842 -0.89 -1.85 0.56
O -1.066 -2.635 3.035 0.36 0.57 0.04
C -2.456 -4.567 3.467 0.57 0.75 0.44
C -2.926 -4.671 2.105 -0.45 1.58 2.10
O -2.721 -3.830 1.190 -0.47 -1.67 0.01
C -3.011 -5.409 4.510 0.54 0.27 -0.01
H -0.762 -4.811 6.990 -0.13 0.41 0.00
H -0.199 -2.966 5.475 0.84 0.67 -0.03
H -3.693 -5.447 2.057 0.00 -0.21 -1.08
H -3.928 -6.014 4.246 1.33 0.48 0.59
Cl 5.548 4.821 -1.088 0.27 -0.07 0.46
C 3.989 4.117 -0.823 -0.72 -0.51 -1.92
C 3.159 4.590 0.186 1.17 -1.11 -0.76
C 1.843 4.180 0.157 -0.67 -0.32 -0.62
C 1.309 3.389 -0.900 0.36 0.38 0.12
C -0.175 3.069 -0.978 -0.98 -0.12 -0.61
C -0.815 2.649 0.387 2.00 1.36 1.12
N -1.586 1.443 0.387 -3.23 -0.75 1.68
C -2.831 1.314 1.092 1.22 -3.96 -1.55
C -3.093 -0.106 1.070 0.54 4.02 -0.28
N -2.083 -0.731 0.434 1.03 1.26 0.03
C -1.176 0.209 0.111 -0.26 -0.83 -1.70
O -0.919 4.131 -1.645 2.61 -0.27 2.16
C -1.998 3.771 -2.422 -1.16 1.15 -0.73
C -1.875 4.632 -3.669 -0.43 1.88 -0.27
C -2.439 5.908 -3.870 0.95 -2.32 -1.32
Cl -3.369 6.867 -2.844 -0.48 0.12 0.56
S -2.160 6.477 -5.508 0.94 -0.68 0.69
C -1.067 5.141 -5.818 -0.16 0.78 -0.46
C -0.988 4.311 -4.763 -1.10 -1.43 0.44
C 2.179 2.947 -1.934 0.42 0.96 1.11
Cl 1.611 2.152 -3.358 -0.06 -0.20 0.11
C 3.536 3.288 -1.882 -0.43 1.29 0.71
H 3.717 5.165 0.903 -0.78 0.46 0.59
H 1.176 4.545 0.929 -0.10 -0.11 -0.02
H -0.278 2.236 -1.675 0.12 -0.40 0.25
H -1.406 3.514 0.823 0.57 -1.20 -0.61
H 0.017 2.385 1.114 -0.77 0.89 -0.81
H -3.378 2.137 1.455 -0.34 0.72 0.29
H -3.947 -0.666 1.345 -0.68 -0.13 0.59
H -0.374 -0.023 -0.590 0.23 0.15 0.69
H -2.918 4.038 -1.847 0.25 -0.48 -0.67
H -1.984 2.713 -2.701 -0.11 -0.05 0.05
H -0.542 5.022 -6.771 -0.41 0.24 0.43
H -0.511 3.321 -4.808 0.08 0.73 0.04
H 4.188 3.212 -2.746 -0.14 -0.57 0.17
F 2.030 -5.676 0.740 -0.85 0.51 -0.72
C 1.040 -4.959 0.191 -0.75 -2.09 -0.78
F 0.810 -5.384 -1.110 0.23 0.64 2.46
F -0.092 -5.138 0.956 1.11 -0.06 -1.08
S 1.430 -3.210 0.261 -0.71 3.56 -1.94
O 0.137 -2.499 -0.103 0.91 -1.37 0.40
O 1.822 -2.985 1.602 0.47 -0.29 0.60
N 2.317 -2.754 -0.957 1.15 -1.31 0.99
S 3.884 -3.277 -1.064 1.11 -1.60 0.85
O 4.037 -4.384 -1.998 -0.57 1.33 0.79
O 4.635 -3.420 0.207 -1.87 0.95 -2.43
C 4.575 -1.800 -1.996 -0.31 0.73 0.35
F 5.849 -2.106 -2.229 -0.49 0.06 -0.73
F 3.882 -1.472 -3.141 1.24 -0.75 1.57
F 4.591 -0.716 -1.195 -0.40 -0.35 -0.46

=====

(6)
62
Properties=species:S:1:pos:R:3:forces:R:3 method="wB97M-V/def2-TZVPD" orbital_gap_ev="4.773 / 4.765" lumo_ev="-11.1640 / -11.1789" e_homo_ev="-15.937 / -15.944" charge=+3
Mo -0.278 0.375 0.086 -1.14 1.76 -0.87
C 1.942 0.592 2.994 0.07 -0.07 -0.41
C 0.607 0.564 3.698 -0.28 -0.13 -0.15
S -0.517 -0.379 2.597 -0.01 0.62 0.03
C -2.203 0.023 3.195 0.19 -0.05 0.00
C -3.180 -0.423 2.130 0.11 -0.01 -0.41
S -2.798 0.158 0.437 0.25 0.01 0.27
C -3.370 1.903 0.361 0.14 -0.29 -0.08
C -2.481 2.913 1.049 0.24 0.33 -0.07
S -0.808 2.899 0.283 0.10 -0.54 1.00
C 0.244 3.467 1.672 -0.37 0.27 -0.18
C 1.668 3.005 1.463 -0.01 -0.27 -0.18
S 1.867 1.190 1.261 -0.36 0.10 0.24
H 2.352 -0.414 2.898 0.03 0.03 0.05
H 2.671 1.215 3.510 0.02 0.01 0.04
H 0.213 1.555 3.916 -0.05 -0.05 -0.06
H 0.684 0.007 4.635 -0.02 0.03 -0.06
H -2.283 1.084 3.427 0.10 -0.05 0.00
H -2.366 -0.556 4.108 0.06 0.09 -0.03
H -4.202 -0.123 2.365 0.02 -0.03 0.02
H -3.154 -1.510 2.022 -0.09 0.06 0.02
H -4.379 1.917 0.771 -0.03 0.04 0.00
H -3.428 2.111 -0.712 -0.10 -0.11 0.13
H -2.379 2.730 2.118 0.02 0.03 -0.07
H -2.885 3.919 0.906 -0.01 -0.10 0.03
H -0.191 3.107 2.603 0.04 0.03 -0.05
H 0.218 4.559 1.674 0.02 -0.05 0.07
H 2.310 3.303 2.294 0.00 0.02 -0.06
H 2.081 3.429 0.545 0.04 -0.02 0.09
I -3.423 1.822 -3.894 0.67 -0.19 -0.14
C -1.403 1.253 -3.963 -0.61 0.08 0.73
C -0.688 1.226 -5.156 0.22 -0.08 -0.26
C 0.639 0.835 -5.195 0.32 0.00 -0.77
I 1.629 0.769 -7.055 -0.42 0.06 0.65
C 1.335 0.486 -3.999 0.02 -0.06 0.49
C 2.673 0.076 -3.905 -0.40 0.17 -0.03
C 3.195 -0.206 -2.659 -0.10 0.09 0.43
C 2.405 -0.092 -1.519 1.15 -0.39 -0.33
N 1.133 0.295 -1.557 -0.76 -0.18 0.31
C 0.611 0.558 -2.782 -0.75 0.34 -0.75
C -0.765 0.892 -2.761 1.14 0.22 -1.49
O -1.326 0.848 -1.600 0.52 -0.89 1.77
H -1.179 1.504 -6.078 -0.06 0.01 -0.01
H 3.284 -0.015 -4.790 0.05 0.01 -0.10
H 4.229 -0.490 -2.557 0.09 -0.10 0.07
H 2.832 -0.318 -0.550 -0.07 -0.02 -0.13
C -0.491 -3.849 1.878 0.03 -0.23 0.23
O -0.832 -2.796 0.945 0.44 0.28 -0.61
P 0.264 -1.990 0.092 -0.25 -0.98 0.80
O 0.569 -2.802 -1.233 0.13 0.43 0.59
C -0.409 -3.128 -2.226 -0.39 -0.21 -0.52
O 1.649 -2.116 0.862 -0.10 -0.01 -0.20
C 2.634 -3.165 0.661 0.32 -0.33 0.01
H 0.001 -4.686 1.383 -0.09 0.05 -0.08
H -1.430 -4.181 2.321 0.13 0.00 -0.10
H 0.164 -3.448 2.656 -0.10 -0.02 -0.09
H 0.152 -3.496 -3.081 -0.09 0.02 0.01
H -0.990 -2.250 -2.513 0.04 0.07 0.02
H -1.083 -3.906 -1.872 0.07 0.02 0.09
H 2.694 -3.781 1.555 -0.06 0.11 0.07
H 3.589 -2.678 0.483 0.01 0.00 0.05
H 2.386 -3.790 -0.192 -0.06 0.07 -0.01

=====

M across the listed records, respectively: 116.12, 204.28, 806.74, 290.13, 882.36, 856.45 g/mol.